{"formula": "C40H80O17", "method": "wB97M-V/def2-TZVPD", "symbols": ["H", "O", "C", "C", "H", "O", "H", "C", "H", "H", "O", "C", "H", "H", "C", "H", "H", "H", "H", "H", "H", "H", "C", "H", "O", "C", "C", "H", "H", "H", "H", "H", "C", "C", "H", "H", "H", "H", "H", "H", "H", "H", "C", "H", "H", "C", "H", "H", "C", "H", "H", "C", "H", "O", "O", "H", "O", "O", "C", "H", "H", "C", "H", "H", "O", "H", "H", "C", "C", "H", "H", "O", "C", "C", "C", "H", "H", "H", "O", "C", "H", "H", "H", "C", "H", "H", "H", "H", "C", "H", "H", "H", "C", "H", "C", "C", "H", "C", "H", "H", "H", "H", "C", "O", "H", "H", "C", "C", "C", "C", "H", "C", "H", "H", "H", "H", "H", "H", "H", "H", "H", "C", "H", "O", "C", "O", "C", "C", "O", "H", "O", "C", "H", "H", "H", "O", "C"], "coordinates": [[-4.8824, -6.4491, 4.6018], [-0.6294, 6.7103, 0.5903], [-3.0511, 6.8381, 0.4049], [1.3643, 3.5430, -3.7694], [1.5887, 1.4308, -3.6050], [3.7213, 4.7685, -3.1555], [-4.0834, 3.6957, 0.0247], [2.0079, -2.7529, -5.2382], [-0.1703, 4.9317, 2.1973], [-0.7506, -0.8216, 2.9362], [-1.8517, 4.8654, 0.9034], [3.3758, 6.5125, -4.7832], [3.4331, 4.3425, 1.0552], [-3.3017, -6.7176, -0.6708], [1.0427, -3.7479, -5.7541], [-2.2123, 2.4770, -0.7708], [-3.2002, -6.7783, 5.1100], [0.7486, -1.1728, 1.9880], [-0.3606, -2.8192, 0.7976], [-3.9535, -0.0597, -4.0929], [2.7880, -6.4896, -1.4796], [2.3801, 5.9046, 5.3810], [1.8893, -6.0054, -1.0580], [-0.7916, 2.9728, 4.8834], [-1.8484, 1.8255, -3.1027], [-0.6499, 4.2663, 1.4963], [-3.7975, -6.5533, 4.2414], [4.5537, 3.1028, 2.9200], [-1.9413, -2.5010, 1.5172], [4.9288, -3.1303, -0.4739], [1.0505, 2.9201, 0.9435], [-1.4481, -4.4950, -1.5373], [4.2049, 2.5283, 0.0407], [-4.0378, -3.4660, 4.6631], [3.0379, 5.0935, 6.9033], [4.3114, 4.6682, -0.4050], [3.6730, 3.1276, 5.4339], [1.1200, 4.5647, 0.3232], [-0.0144, 3.4706, -0.4429], [-3.8599, -7.3302, 3.5001], [3.5883, -2.9989, 0.6134], [-2.5245, -1.1476, -0.2232], [-3.2025, 2.0219, -0.7189], [2.8355, 6.6746, -5.6874], [4.9152, 2.4354, -0.8080], [-1.7150, 6.1395, 0.5839], [1.5111, -4.3393, -6.5489], [3.6143, -0.8352, -0.5856], [2.3720, -4.7737, -0.3907], [-3.2795, 1.4915, 0.2146], [3.1713, 7.3992, -4.2192], [-4.1372, 3.1803, -0.9373], [-2.2647, -5.4413, 3.0129], [-3.9494, -4.9087, -0.2869], [-0.5544, 0.3444, 1.2149], [-0.1832, -2.9011, -2.9700], [-4.8528, -3.2818, 3.7902], [2.0643, -4.4673, 0.7261], [-0.2298, 2.0418, 4.9527], [6.2638, 2.5932, 2.6197], [-4.5081, -1.9560, 6.0592], [0.7946, -3.2246, -3.3975], [-4.3360, -1.8836, 0.2944], [2.1582, -1.7019, -0.8587], [1.3036, -2.1052, -4.1798], [-3.8655, -4.9705, 2.7473], [-0.4283, -4.8041, -4.4435], [-1.0986, -2.0122, 1.0030], [1.1701, 2.4132, 4.5612], [-2.9071, -2.6992, 6.4061], [1.3210, -5.8225, -1.9978], [1.9007, 4.7059, -4.4574], [-4.9277, -2.7613, 0.0295], [3.8490, -2.9593, -0.4819], [4.2970, 3.9857, 0.4702], [0.2072, -3.1658, -6.1587], [0.2505, 3.5536, -3.9949], [-2.1039, -0.5475, -4.2210], [-3.4032, 0.9745, -1.6339], [-0.6509, -0.0369, -0.1563], [-1.2126, -5.5450, -0.2588], [-3.7914, 3.8778, -1.7166], [-1.3388, -6.3352, -1.8674], [2.0361, 2.2524, -4.0991], [5.4617, 1.0401, 0.9427], [1.4493, -6.7300, -0.4010], [1.8311, 2.0061, -5.1471], [-1.1500, 0.7670, -0.7314], [-2.6587, 0.9916, -2.7772], [3.2947, 2.3033, -0.3322], [3.9743, 1.1641, 1.8190], [-5.3035, -3.2222, 0.9381], [3.0345, 5.2602, -3.9986], [3.3951, -1.5363, -2.2027], [0.4362, 3.7846, 0.5524], [-3.1978, -5.7253, -1.1338], [-1.1147, 3.4109, 2.0250], [-1.7252, -5.5045, -1.2514], [3.1170, 2.3211, -3.8414], [1.5835, 3.7008, -2.6918], [-5.7291, -2.5563, -0.6807], [-3.2048, -1.1005, -2.8201], [-3.0244, -0.2942, -3.5587], [1.5894, 3.4701, 5.2440], [-3.7264, 6.5331, 1.1924], [-1.3370, -1.8380, -1.2166], [-3.9204, -2.8803, 6.0339], [3.1245, 5.2019, 5.8023], [0.6370, -4.4418, -4.3939], [4.7525, 1.7523, 1.3116], [-0.6687, 1.2565, 4.2743], [-0.3654, -0.9154, 1.9191], [-5.0835, 2.8219, -1.3577], [-3.5829, 6.5509, -0.5257], [-3.6834, -5.7803, -2.0834], [4.1915, 5.4645, 5.5851], [0.3583, -0.1392, -0.5106], [2.9023, -3.1967, -4.8078], [3.1414, 3.9530, 3.9408], [2.3179, -2.0560, -6.0238], [-0.3294, 1.7636, 6.0301], [5.3103, 2.8546, 2.1159], [1.2850, -5.2996, -4.1512], [1.8381, 1.8640, 3.7379], [2.9590, 3.8889, 5.0528], [-2.9965, -4.3333, 4.4931], [-4.1116, -3.6715, -0.7617], [-3.2158, -5.3330, 3.5289], [5.5368, 3.9881, 1.2327], [-4.3891, -3.5800, 6.6844], [3.2769, -4.1238, -1.1442], [-1.4748, -1.3150, -0.2669], [-2.9140, 7.9322, 0.4520], [4.4406, 6.4565, -5.0360], [1.4991, -3.5990, -2.6214], [-3.6190, -3.3410, -1.8472], [3.2455, -1.7187, -1.1092]], "forces_ev_per_a": [[1.51, 0.45, -0.55], [-1.46, -0.62, -0.24], [-0.10, 0.24, -0.67], [-0.79, 0.70, 1.37], [-0.49, -0.69, 1.07], [0.43, -0.10, 0.89], [-0.99, 0.29, -0.22], [0.53, 1.20, -0.04], [-0.40, 0.48, 0.33], [-0.10, 0.00, -0.20], [0.86, -0.57, 0.17], [0.82, -0.38, 0.17], [0.29, -0.35, 0.38], [-0.18, 0.13, -0.18], [-0.19, -0.84, 0.58], [0.31, -0.56, -0.13], [0.30, -0.49, 0.08], [-1.37, 0.45, -0.13], [-0.38, 0.39, 0.26], [0.38, -0.35, -0.22], [-0.13, 0.07, 0.24], [0.70, 0.01, 0.49], [0.93, -0.67, -2.10], [-0.34, -0.07, -0.17], [-0.63, -0.24, 0.57], [-0.43, -1.66, 0.35], [-1.34, 0.61, -0.31], [0.87, 0.09, -0.80], [0.18, 0.32, -0.10], [-0.06, 0.49, -0.70], [-1.01, 0.82, -0.10], [-0.05, -0.10, -0.96], [3.29, 0.93, 0.97], [1.22, -0.40, -0.84], [-0.22, -0.01, -0.74], [0.63, -0.34, 0.54], [-0.62, 0.18, -0.16], [0.53, 0.83, -0.20], [0.47, 0.13, 1.14], [0.30, -0.82, 0.01], [0.00, 0.09, -1.21], [-0.85, 0.83, -0.17], [0.57, 0.82, -0.04], [-0.61, -0.51, -0.67], [-0.28, -0.17, 0.55], [1.05, 1.82, 0.30], [-0.39, -0.35, 0.31], [0.27, 0.06, -0.02], [0.08, -0.52, 0.01], [-0.35, 0.38, 0.74], [0.17, 0.43, 0.77], [0.02, 0.05, -0.42], [0.24, -0.74, 0.34], [-0.27, 1.22, 0.83], [-0.46, -1.27, 0.34], [0.83, -0.28, -0.16], [0.00, 0.27, 1.07], [-0.36, 0.35, 0.52], [-0.85, -0.42, 0.09], [-0.46, 0.37, -0.35], [0.17, -0.15, 0.14], [-0.40, -0.59, -0.36], [-0.33, 0.08, -0.25], [0.62, -0.23, -0.50], [0.03, -0.91, 0.63], [-0.48, 0.12, -0.10], [1.06, 0.27, 0.17], [1.55, -1.29, 1.48], [-0.36, -0.37, 0.33], [-0.15, -0.20, -0.50], [-0.10, 0.08, 0.96], [-0.40, -0.20, -0.18], [-0.52, -0.06, 0.60], [-0.26, -0.25, 0.92], [0.42, 0.34, -0.63], [-0.02, -0.38, -0.03], [1.49, -0.04, 0.40], [-1.94, 0.39, 0.84], [0.80, 0.07, -1.50], [-0.96, 1.27, -0.62], [-0.53, -0.51, -0.43], [0.38, -0.30, 0.30], [0.13, 0.72, 0.03], [0.85, 0.40, -1.50], [0.74, -0.35, 0.03], [-0.59, 0.11, 0.34], [0.67, 0.13, -0.12], [0.70, -0.26, 0.52], [-0.36, -1.39, -0.44], [-3.19, -1.13, -0.85], [0.09, 0.43, 0.00], [-0.11, 0.01, 0.03], [-0.58, 0.03, -1.43], [-0.11, -0.57, 0.89], [-0.56, -1.46, -1.43], [0.21, -2.41, 0.36], [0.50, 0.38, -0.17], [1.08, 0.40, 1.35], [-0.74, -0.24, -0.45], [-0.69, 0.20, -0.44], [-0.23, 0.65, 0.42], [0.01, 0.36, -0.61], [1.92, 0.46, 0.09], [0.31, 0.44, 0.72], [-0.04, -0.09, 0.37], [0.42, -0.16, 0.27], [-0.58, 1.44, -0.42], [0.79, -0.37, -0.60], [-1.31, 0.55, -1.12], [-1.70, -0.67, -2.12], [0.61, 0.89, 0.77], [0.59, -0.46, -1.18], [-0.32, 0.20, 0.99], [0.59, 0.18, 0.32], [-0.19, 0.16, -0.81], [-0.98, 0.48, 0.19], [0.58, -0.37, -0.57], [0.35, -0.35, -0.10], [-0.20, 0.30, 1.24], [-0.13, 0.32, 0.42], [0.38, -0.03, -0.88], [0.77, 1.17, 1.68], [-0.13, 0.47, -0.09], [0.54, -0.61, -0.76], [0.13, -0.32, -0.55], [-0.49, 0.86, 0.64], [1.76, 0.10, -2.43], [-0.28, -0.30, -0.38], [-1.42, -0.41, 0.49], [-0.40, -0.62, 0.72], [0.03, 0.24, 0.68], [0.48, 0.45, 0.14], [0.02, -0.62, -0.19], [-0.18, 0.20, 0.26], [-0.35, 1.00, -0.29], [-0.77, -0.37, 1.57], [-0.32, 0.73, 0.09]], "gap_ev": 9.91, "max_force_ev_per_a": 3.6, "smiles": "CCOC(C)=O.CCOC(C)=O.CCOC(C)=O.CCOC(C)=O.CCOC(C)=O.CCOC(C)=O.CCOC(C)=O.C1CCOC1.C1CCOC1.C1CCOC1", "energy_ha": -2851.12702, "e_above_lowest_ev": 0.7627, "e_homo_ev": -9.408}